Record 1
A structure of composition C36H43Cl3I2N3P2RuSbSe2Si at a distorted geometry. Source: the Open Molecules 2025 dataset; level of theory: ωB97M-V/def2-TZVPD.

The value obtained for the calculated total energy is -9647.91680 Eh. Its spin multiplicity is 2. The HOMO energy (spin up / spin down) comes out at -10.455 / -10.442 eV. As for the total charge: +1. As for the gap between HOMO and LUMO (spin up / spin down): 4.09 / 4.08 eV.

Structure (XYZ):
```
94
Properties=species:S:1:pos:R:3:forces:R:3:mulliken_charge:R:1
Ru -2.142459 -0.083610 -2.030155 -0.031 -0.238 -0.185 0.42
Se 1.446447 -2.714040 3.562657 -0.180 0.172 -0.075 -0.30
P 1.462988 -0.726407 2.822471 0.390 -0.342 0.498 0.29
C 1.107222 0.478941 4.143318 0.023 -0.013 -0.229 1.17
C 1.570970 1.790642 4.061465 0.010 -0.040 0.040 -0.24
C 1.472642 2.629452 5.160210 0.084 0.028 0.005 -0.84
C 0.902058 2.174545 6.339113 -0.024 -0.005 -0.019 -0.61
C 0.420229 0.875176 6.417685 -0.060 -0.006 -0.007 -0.94
C 0.535425 0.024858 5.329928 -0.085 0.066 0.031 -0.37
C 3.023201 -0.186903 2.065002 -0.175 0.016 -0.013 0.76
C 4.190958 -0.893014 2.310869 -0.032 -0.021 0.065 -0.76
C 5.370393 -0.508559 1.688610 0.052 0.047 -0.008 -0.70
C 5.382499 0.580187 0.830761 -0.004 -0.020 -0.014 -0.71
C 4.212443 1.288002 0.584342 -0.046 0.067 -0.008 -1.04
C 3.031805 0.905626 1.197242 0.015 -0.065 -0.007 -0.01
C 0.376561 -0.678730 1.371786 -0.013 0.123 -0.083 0.36
C -0.817050 -0.187395 0.854577 0.101 0.004 0.079 -0.37
N -0.895053 -0.685343 -0.415725 0.192 0.507 -0.238 0.37
N 0.171321 -1.429423 -0.640763 0.108 -0.064 0.061 0.05
N 0.936658 -1.450057 0.407709 -0.041 -0.041 -0.190 -0.64
P -2.182659 0.832025 1.392409 0.046 0.247 0.034 0.25
Se -3.619860 0.875185 -0.237107 -0.018 -0.079 -0.006 -0.44
C -1.562393 2.477305 1.802142 -0.149 -0.215 0.035 1.00
C -1.384601 3.396485 0.769533 0.034 -0.009 -0.046 -0.05
C -0.929372 4.670271 1.060920 0.024 -0.013 -0.061 -0.83
C -0.657160 5.024552 2.376376 -0.006 -0.035 0.040 -0.72
C -0.831687 4.105004 3.399813 -0.062 0.075 0.027 -0.66
C -1.285834 2.824792 3.120814 -0.129 0.008 -0.053 -0.46
C -2.919774 0.087850 2.862672 0.175 -0.036 -0.137 0.34
C -4.254868 0.371953 3.148339 0.033 0.011 0.043 -0.82
C -4.857551 -0.219912 4.245667 -0.029 0.050 -0.050 -0.81
C -4.132185 -1.083320 5.058289 0.046 -0.025 0.007 -0.63
C -2.806812 -1.371134 4.768495 -0.006 -0.093 0.048 -1.28
C -2.195304 -0.789987 3.667232 -0.162 0.098 -0.068 0.73
H 2.028217 2.157387 3.153466 0.035 0.015 0.024 0.29
H 1.857886 3.638776 5.096118 0.002 -0.001 0.002 0.49
H 0.845081 2.826045 7.201269 -0.012 0.010 -0.002 0.45
H -0.026145 0.513819 7.334604 0.022 -0.002 0.013 0.46
H 0.208212 -1.003708 5.407670 0.076 -0.011 -0.004 0.41
H 4.169776 -1.748161 2.974894 -0.010 -0.024 -0.029 0.39
H 6.279892 -1.066061 1.867533 -0.004 0.001 0.025 0.42
H 6.301351 0.878483 0.343375 0.010 -0.018 0.008 0.42
H 4.221439 2.135072 -0.090089 0.002 -0.003 0.008 0.48
H 2.113083 1.445859 0.990180 0.013 -0.006 -0.076 0.46
H -1.628711 3.123531 -0.250237 -0.022 0.041 -0.009 -0.09
H -0.805986 5.391098 0.263868 0.009 -0.004 -0.004 0.48
H -0.319046 6.026553 2.605283 0.005 0.002 0.000 0.43
H -0.625109 4.385404 4.423368 -0.015 0.005 -0.006 0.58
H -1.436957 2.111162 3.922387 0.025 0.020 0.029 0.25
H -4.813065 1.039815 2.503805 -0.053 -0.022 0.027 0.49
H -5.899097 -0.021505 4.459481 0.014 0.048 0.024 0.45
H -4.607359 -1.536562 5.918163 -0.001 -0.023 -0.010 0.43
H -2.248780 -2.062954 5.386495 0.023 0.023 0.018 0.51
H -1.167826 -1.034242 3.431729 -0.015 -0.068 0.095 0.24
I -2.219557 -3.000225 1.120300 -0.879 -1.551 -0.309 0.73
C -3.294134 -4.556652 0.516085 1.049 1.309 0.485 -0.32
I -3.492894 -2.222473 -2.713085 0.200 0.593 -0.010 -0.34
H -3.434430 -5.383869 1.200807 -0.118 -0.060 -0.087 0.33
H -3.685735 -4.535929 -0.496540 -0.086 -0.020 0.023 0.18
Cl -4.478101 1.261833 -4.737864 0.008 -0.081 0.090 -0.27
Si -2.838202 1.625718 -3.559638 0.337 -0.290 -0.174 0.33
Cl -3.207268 3.441652 -2.622260 0.012 -0.082 0.014 -0.26
Cl -1.327623 2.184516 -4.897112 -0.193 0.162 0.040 -0.26
C 1.141429 -1.468834 -6.467052 0.001 0.057 0.009 -1.26
C 0.021227 -0.643201 -5.849967 -0.017 -0.130 0.603 0.33
C -1.343320 -0.981181 -6.435210 0.064 0.020 -0.030 -1.09
Sb -0.087402 -0.848245 -3.647379 -0.268 -0.313 0.275 0.99
C 1.635887 0.247882 -2.824326 -0.323 -0.080 -0.364 0.97
C 1.139232 1.604926 -2.334186 0.005 -0.071 0.045 -1.21
C 2.769760 0.377819 -3.831798 -0.055 -0.066 0.124 -1.58
C 0.301953 -2.993324 -3.282886 0.042 0.458 -0.434 0.75
C 1.801178 -3.244264 -3.194850 -0.101 -0.019 0.114 -1.17
C -0.377592 -3.886238 -4.314622 -0.059 -0.028 0.138 -1.36
H 1.175167 -1.265174 -7.541015 0.028 0.013 0.001 0.48
H 0.975218 -2.536709 -6.351577 0.060 0.008 -0.027 0.14
H 2.116067 -1.219294 -6.049081 0.011 -0.035 -0.050 0.25
H 0.242726 0.412366 -5.992859 -0.044 0.014 0.020 0.52
H -1.583036 -2.036137 -6.290200 -0.040 0.012 0.014 0.24
H -1.337506 -0.792123 -7.512008 -0.017 0.009 -0.002 0.44
H -2.137156 -0.378617 -5.994176 -0.046 -0.040 -0.028 0.11
H 1.972978 -0.348398 -1.978049 -0.083 -0.090 0.011 0.02
H 0.826633 2.234562 -3.166565 -0.001 0.041 0.023 0.36
H 1.926177 2.133588 -1.788437 0.036 -0.020 0.004 0.28
H 0.280737 1.499785 -1.659253 0.038 0.061 0.038 0.11
H 2.459799 0.938501 -4.715841 0.046 0.005 -0.017 0.36
H 3.125527 -0.604649 -4.143690 0.071 0.050 -0.044 0.34
H 3.610750 0.903589 -3.370549 0.009 0.039 -0.059 0.45
H -0.152858 -3.160415 -2.309651 -0.040 0.122 0.016 0.06
H 2.289662 -3.074047 -4.156351 0.036 -0.005 0.017 0.21
H 1.981857 -4.284299 -2.907920 0.055 0.000 -0.031 0.45
H 2.266956 -2.607972 -2.440705 0.057 -0.034 -0.008 0.26
H 0.097159 -3.822604 -5.290586 -0.032 -0.065 0.004 0.24
H -1.435658 -3.648325 -4.423370 0.017 -0.026 -0.053 0.18
H -0.311650 -4.928391 -3.986598 0.038 -0.009 -0.032 0.44
```
Forces are in eV/Å.

=====

Record 2
A structure of composition C36H43ClIIrN2O2PS3 at a distorted geometry. Source: the Open Molecules 2025 dataset; level of theory: ωB97M-V/def2-TZVPD.

The value obtained for the calculated total energy is -4055.55286 Eh. The HOMO energy comes out at -10.291 eV. As for the total charge: +1. As for the gap between HOMO and LUMO: 6.69 eV.

Structure (XYZ):
```
90
Properties=species:S:1:pos:R:3:forces:R:3:mulliken_charge:R:1
Ir -0.286834 -0.481054 0.355579 -0.340 -1.141 0.169 2.78
Cl -3.584371 -4.964384 4.460780 -0.029 0.013 -0.008 -0.25
C -2.666421 -3.631774 3.850008 0.049 0.048 0.067 0.54
C -1.976178 -2.824813 4.712977 -0.055 -0.054 -0.037 -0.45
C -1.182481 -1.764801 4.242972 0.214 0.186 -0.036 -0.32
I -0.096890 -0.608488 5.590596 -0.049 -0.068 -0.067 0.07
C -1.065192 -1.494731 2.891099 -0.064 -0.058 0.164 0.19
O -0.305914 -0.537384 2.396942 0.392 0.083 -0.473 -0.66
C -1.829089 -2.307900 2.015349 0.114 -0.136 0.082 -0.07
N -1.730275 -1.999771 0.691718 -0.108 1.220 -0.243 0.02
C -2.338957 -2.736248 -0.212659 -0.037 -0.051 0.028 0.17
C -3.123098 -3.839994 0.148533 0.020 -0.031 0.062 -1.20
C -3.268883 -4.157368 1.472289 0.009 -0.007 -0.014 -0.83
C -2.612010 -3.391410 2.459079 -0.038 -0.019 -0.084 -0.19
H -2.030896 -3.016974 5.775568 0.015 0.001 0.002 0.48
H -2.209889 -2.450319 -1.247791 -0.017 -0.013 0.014 0.38
H -3.610406 -4.418567 -0.622427 0.021 -0.005 -0.011 0.50
H -3.874555 -4.999527 1.777688 -0.013 0.004 -0.011 0.47
O 1.631343 -0.801139 0.081992 -0.021 0.947 -0.219 -0.59
C 2.985051 -0.577103 0.427871 0.088 -0.080 0.254 3.07
C 3.179369 0.674870 1.275916 -0.056 -0.081 -0.127 -0.26
C 2.558996 0.978936 2.449607 -0.004 0.113 -0.017 -0.11
C 2.953943 2.240527 2.969778 -0.068 -0.010 0.035 -0.74
C 3.878200 2.860354 2.184660 0.047 -0.028 -0.080 -0.52
S 4.273005 1.920036 0.813820 -0.027 0.012 0.015 -0.06
C 3.765696 -0.431862 -0.873937 -0.051 -0.270 -0.086 -1.20
C 3.304497 0.074863 -2.051680 0.090 0.095 0.019 0.38
C 4.297721 0.108705 -3.069162 0.023 0.062 0.072 -1.13
C 5.487978 -0.389658 -2.640113 0.053 -0.011 0.059 -0.69
S 5.410527 -0.910134 -1.014753 -0.048 0.004 -0.026 -0.04
C 3.463788 -1.795651 1.193330 -0.086 0.051 0.076 -1.34
C 4.546120 -1.910863 2.008614 -0.016 -0.031 0.040 -0.14
C 4.728508 -3.239256 2.487784 0.041 0.002 0.000 -0.89
C 3.775182 -4.091886 2.029895 -0.039 0.023 -0.016 -0.63
S 2.649934 -3.298335 1.010236 0.049 -0.009 -0.002 -0.07
H 1.844342 0.328324 2.922246 -0.152 -0.148 0.086 0.43
H 2.576910 2.655630 3.894005 0.011 0.005 -0.002 0.47
H 4.365599 3.808504 2.346228 -0.007 -0.002 0.022 0.48
H 2.288008 0.416332 -2.182072 0.006 0.038 0.089 0.58
H 4.138684 0.497835 -4.065215 0.057 -0.010 0.001 0.47
H 6.410997 -0.484208 -3.188772 -0.015 0.008 -0.029 0.47
H 5.185239 -1.077354 2.266091 -0.004 0.004 0.003 0.56
H 5.530133 -3.538513 3.146730 -0.011 0.004 0.015 0.44
H 3.660169 -5.140356 2.251809 0.010 -0.003 -0.006 0.49
C -0.295281 0.944129 -4.735786 0.013 0.007 0.050 -1.56
C -0.029647 -0.506879 -4.312069 -0.034 -0.086 -0.084 2.14
C -1.094983 -1.453139 -4.890141 -0.001 0.014 0.050 -1.73
C 1.376495 -0.957618 -4.726196 0.005 0.039 0.028 -1.25
C -0.144787 -0.574270 -2.847109 -0.130 -0.176 0.034 -0.57
N -0.301849 -0.642038 -1.715943 0.269 0.553 0.596 0.13
H -0.245049 1.007618 -5.822329 0.007 -0.004 -0.004 0.46
H 0.452646 1.618181 -4.316398 0.002 0.005 -0.009 0.33
H -1.285452 1.274526 -4.417994 -0.009 -0.002 -0.018 0.34
H -1.035974 -1.425802 -5.977630 0.005 0.006 -0.003 0.45
H -2.099128 -1.151293 -4.590037 -0.003 0.010 -0.015 0.32
H -0.923206 -2.477735 -4.560359 0.003 -0.009 -0.029 0.39
H 1.439165 -0.940909 -5.814083 -0.021 0.002 -0.014 0.51
H 1.583025 -1.970309 -4.380905 0.016 -0.001 -0.003 0.38
H 2.141827 -0.297328 -4.320792 -0.138 -0.091 -0.099 -0.15
C -1.860980 2.145450 3.065460 -0.038 0.091 -0.023 -1.41
C -2.618268 1.876825 1.758714 0.154 -0.215 0.110 0.36
C -3.629796 0.738247 1.911412 -0.023 0.084 -0.043 -1.59
P -1.470122 1.536731 0.362839 -0.138 -0.849 -0.173 -0.01
C -2.472101 1.720845 -1.189303 0.037 -0.061 0.044 1.17
C -3.441859 2.907248 -1.209534 0.072 0.037 -0.055 -1.71
C -3.259349 0.445135 -1.538584 0.034 0.023 -0.019 -1.75
C -0.220006 2.887533 0.433946 0.124 -0.190 -0.096 0.70
C -0.780403 4.287660 0.191240 -0.015 0.032 0.157 -2.06
C 0.965667 2.622120 -0.491583 -0.117 0.055 -0.105 -1.11
H -2.561800 2.111115 3.901043 -0.015 0.024 -0.014 0.45
H -1.397661 3.132563 3.068535 0.005 -0.007 -0.009 0.32
H -1.090484 1.400368 3.245586 0.030 -0.039 0.039 0.14
H -3.151728 2.788198 1.475780 0.003 -0.005 -0.043 0.90
H -3.125996 -0.214134 2.063642 -0.046 0.025 0.050 0.38
H -4.280765 0.643784 1.042525 0.002 -0.011 -0.013 0.25
H -4.261070 0.925105 2.780689 -0.008 0.012 -0.006 0.55
H -1.702418 1.876254 -1.954328 0.002 0.016 0.009 -0.13
H -4.189621 2.815185 -0.421402 -0.026 -0.015 -0.023 0.33
H -3.973440 2.903699 -2.162957 -0.016 -0.002 0.009 0.47
H -2.953323 3.870853 -1.111436 -0.036 0.006 0.028 0.38
H -4.283623 0.518553 -1.174049 0.002 -0.006 0.022 0.54
H -2.820276 -0.453364 -1.116237 -0.009 0.069 -0.032 0.31
H -3.313711 0.320993 -2.622187 -0.019 0.030 -0.001 0.40
H 0.138052 2.827530 1.466818 0.045 -0.075 -0.021 0.28
H -1.021527 4.438940 -0.860467 0.023 0.009 0.008 0.37
H -0.012645 5.016001 0.455757 0.001 0.002 0.003 0.47
H -1.663152 4.506124 0.793435 -0.009 0.020 -0.020 0.40
H 0.674151 2.721251 -1.542576 0.001 -0.006 0.004 0.22
H 1.387629 1.635153 -0.333364 0.064 -0.007 -0.036 -0.55
H 1.755264 3.347846 -0.294811 -0.021 0.031 -0.009 0.68
```
Forces are in eV/Å.

=====

The records above yield energy relative to the best compared isomer or geometry (same formula, charge and spin) values of 67.4 16.1 kcal per mole, respectively.